Computed, not measured: a structure of composition C42H45BF12N6O5SSbW, with ωB97M-V/def2-TZVPD.

Calculated values
orbital gap (alpha / beta) = 6.06 / 3.22 eV
multiplicity = 3
charge = -1
molar mass = 1290.3 g mol⁻¹
highest occupied orbital energy (alpha / beta) = -4.4 / -4.4 eV

Each line ends with the Mulliken charge.
Element x y z (Å)
1 W 0.220 -0.167 0.154  2.707
2 C -0.569 1.251 -6.934  -1.733
3 C -0.738 1.282 -5.444  0.724
4 C -1.752 2.011 -4.833  -1.765
5 C -1.917 2.001 -3.468  -0.188
6 C -1.082 1.232 -2.629  -0.733
7 N -1.243 1.134 -1.282  1.388
8 C -2.380 1.687 -0.701  -1.396
9 C -3.677 1.368 -1.129  0.311
10 C -4.794 1.856 -0.485  -1.577
11 C -4.680 2.732 0.586  0.494
12 C -5.890 3.265 1.293  -1.677
13 C -3.404 3.094 1.001  -0.504
14 C -2.271 2.576 0.392  -0.099
15 C -0.862 2.924 0.845  0.842
16 O 0.008 1.882 0.736  -0.135
17 C -0.792 3.398 2.325  0.078
18 F -1.482 2.598 3.146  -0.200
19 F 0.465 3.406 2.772  -0.271
20 F -1.265 4.644 2.548  -0.292
21 C -0.373 4.120 -0.030  0.367
22 F -0.137 3.748 -1.286  -0.115
23 F 0.750 4.685 0.429  -0.291
24 F -1.280 5.120 -0.104  -0.322
25 C 0.025 0.586 -3.248  0.456
26 C 0.160 0.605 -4.623  -0.640
27 C 1.001 -0.105 -2.296  3.059
28 O 1.285 0.726 -1.223  -0.854
29 C 0.380 -1.397 -1.765  -1.678
30 F 2.165 -1.006 0.096  -0.478
31 F -0.642 -1.788 -2.634  -0.269
32 F 0.226 -1.902 0.955  -0.494
33 C 2.339 -0.419 -2.995  -0.573
34 F 3.264 -0.919 -2.165  -0.025
35 F 2.904 0.643 -3.581  -0.304
36 F 2.223 -1.360 -3.964  -0.222
37 H -1.454 1.640 -7.438  0.398
38 H -0.384 0.232 -7.278  0.370
39 H 0.286 1.863 -7.227  0.311
40 H -2.425 2.601 -5.439  0.341
41 H -2.697 2.600 -3.024  0.606
42 H -3.798 0.699 -1.964  0.801
43 H -5.770 1.545 -0.828  0.367
44 H -6.794 3.040 0.731  0.407
45 H -5.816 4.344 1.422  0.375
46 H -5.977 2.814 2.283  0.288
47 H -3.313 3.793 1.818  0.580
48 H 0.984 0.099 -5.101  0.585
49 B 0.594 -1.134 3.719  0.346
50 N -0.827 -0.748 3.219  -0.885
51 C -1.906 -1.070 3.929  -0.441
52 C -3.036 -0.672 3.237  -1.503
53 C -2.536 -0.097 2.083  -0.671
54 N -1.191 -0.153 2.065  1.397
55 N 1.671 -0.253 3.063  -0.576
56 C 2.900 -0.018 3.518  -0.314
57 C 3.548 0.821 2.624  -1.459
58 C 2.607 1.060 1.634  -0.513
59 N 1.477 0.390 1.917  0.867
60 H 0.807 -2.279 3.458  -0.159
61 H 0.624 -0.924 4.897  -0.229
62 H -1.814 -1.561 4.877  0.455
63 H -4.062 -0.807 3.502  0.586
64 H -3.103 0.352 1.292  0.581
65 H 3.247 -0.448 4.437  0.488
66 H 4.549 1.196 2.691  0.498
67 H 2.667 1.633 0.719  0.635
68 O -4.292 -4.852 0.350  -0.745
69 S -4.496 -3.427 0.283  1.251
70 O -5.610 -2.923 1.044  -0.774
71 N -3.120 -2.603 0.624  -0.249
72 C -2.726 -1.901 -0.394  -0.771
73 O -1.702 -1.133 -0.388  1.397
74 C -3.564 -2.032 -1.630  0.635
75 C -3.391 -1.430 -2.870  0.070
76 C -4.290 -1.721 -3.885  -1.022
77 C -5.356 -2.584 -3.668  -0.680
78 C -5.546 -3.169 -2.420  -0.680
79 C -4.637 -2.885 -1.429  0.043
80 H -2.570 -0.757 -3.053  0.003
81 H -4.153 -1.268 -4.857  0.515
82 H -6.042 -2.798 -4.475  0.427
83 H -6.371 -3.838 -2.232  0.481
84 C 0.216 -4.130 -4.182  -1.121
85 C 1.454 -4.234 -3.308  0.476
86 C 1.894 -5.671 -3.087  -1.559
87 Sb 1.470 -3.220 -1.270  0.616
88 C 4.418 -3.123 0.588  -0.464
89 C 3.630 -3.429 1.801  -0.019
90 C 5.047 -4.168 -0.254  -1.014
91 C -0.158 -4.489 -0.306  0.904
92 C -1.347 -4.868 -1.167  -1.027
93 C 0.517 -5.718 0.282  -1.442
94 H 0.356 -4.700 -5.102  0.518
95 H 0.035 -3.094 -4.457  0.084
96 H -0.662 -4.520 -3.677  0.131
97 H 2.282 -3.723 -3.805  0.474
98 H 1.068 -6.298 -2.766  0.265
99 H 2.674 -5.712 -2.330  0.292
100 H 2.296 -6.088 -4.011  0.499
101 H 4.600 -2.089 0.347  0.465
102 H 3.504 -4.503 1.939  0.336
103 H 2.644 -2.952 1.731  -0.287
104 H 4.106 -3.014 2.698  0.312
105 H 4.617 -5.149 -0.060  0.305
106 H 6.129 -4.233 -0.079  0.358
107 H 4.907 -3.933 -1.312  0.211
108 H -0.503 -3.851 0.507  -0.127
109 H -1.092 -5.691 -1.834  0.372
110 H -1.699 -4.019 -1.751  -0.017
111 H -2.173 -5.188 -0.527  0.454
112 H 0.765 -6.435 -0.498  0.316
113 H -0.151 -6.199 0.995  0.431
114 H 1.438 -5.445 0.793  0.240